Entry 1:
Here is one molecule with the formula C18H23NO4 from OMol25. Energies are from wB97M-V/def2-TZVPD.

Computed properties:
SMILES	CCCCOc1ccc(NC(=O)[C@@H]2CC=CC[C@H]2C(=O)O)cc1
orbital gap	8.4713	eV
E_LUMO	0.6	eV
DFT total energy	-1055.44389	hartree

ORCA input file:
```
! wB97M-V def2-TZVPD RIJCOSX def2/J DEFGRID3
* xyz 0 1
C -4.496 -2.004 1.464
H -3.872 -2.890 1.562
H -5.079 -1.894 2.375
C -5.421 -2.144 0.260
C -6.358 -0.947 0.071
C -5.764 0.251 -0.679
O -4.821 0.983 0.076
C -3.480 0.842 -0.108
C -2.686 1.629 0.731
C -1.312 1.601 0.654
C -0.684 0.776 -0.276
C -1.469 -0.009 -1.113
C -2.850 0.018 -1.035
H -3.411 -0.616 -1.702
H -0.995 -0.656 -1.838
N 0.706 0.694 -0.419
C 1.677 1.285 0.322
O 1.479 2.012 1.273
C 3.102 0.933 -0.111
C 3.281 0.631 -1.601
C 2.932 -0.778 -1.968
C 2.740 -1.747 -1.085
C 2.819 -1.538 0.396
H 1.808 -1.484 0.812
H 3.313 -2.391 0.864
C 3.581 -0.253 0.743
C 5.076 -0.453 0.589
O 5.824 0.248 -0.036
O 5.508 -1.519 1.275
H 6.469 -1.611 1.181
H 3.417 -0.019 1.802
H 2.496 -2.749 -1.409
H 2.876 -0.986 -3.028
H 4.331 0.797 -1.860
H 2.695 1.335 -2.200
H 3.716 1.800 0.151
H 1.013 0.067 -1.152
H -0.716 2.213 1.311
H -3.182 2.265 1.447
H -5.353 -0.066 -1.642
H -6.574 0.963 -0.878
H -6.705 -0.604 1.047
H -7.232 -1.267 -0.503
H -6.033 -3.039 0.399
H -4.829 -2.295 -0.645
H -3.845 -1.140 1.368
*
```

These are the Löwdin partial charges, in e, on atoms 1 to 5:
1 C -0.10
2 H 0.07
3 H 0.08
4 C -0.25
5 C -0.18



Entry 2:
Here is C19H35Br3O12S2 as an isolated structure in a non-equilibrium geometry from OMol25. Energies are from wB97M-V/def2-TZVPD.

Computed properties:
orbital gap	10.0497	eV
E_LUMO	-0.3	eV
DFT total energy	-10166.21567	hartree

ORCA input file:
```
! wB97M-V def2-TZVPD RIJCOSX def2/J DEFGRID3
* xyz 0 1
O -4.643 -4.647 2.283
C -3.450 -4.689 2.328
O -2.663 -4.487 1.256
C -1.265 -4.628 1.584
C -1.271 -5.352 2.975
C -2.603 -4.934 3.557
H -0.639 -3.753 1.734
H -0.872 -5.286 0.815
H -0.450 -4.926 3.552
H -1.138 -6.426 2.876
H -2.537 -4.023 4.164
H -3.013 -5.588 4.326
O -0.980 2.040 3.309
C 0.186 2.339 3.209
O 1.085 1.846 4.082
C 2.400 2.421 3.851
C 2.238 3.530 2.814
C 0.887 3.166 2.151
H 3.009 1.620 3.435
H 2.797 2.782 4.794
H 2.936 3.432 1.985
H 2.209 4.529 3.236
H 1.006 2.477 1.312
H 0.295 4.027 1.856
O -3.371 5.789 -1.822
C -3.354 5.069 -0.862
O -2.938 5.526 0.327
C -2.828 4.517 1.310
C -3.425 3.190 0.681
C -3.747 3.613 -0.746
H -3.388 4.690 2.224
H -1.778 4.330 1.520
H -4.312 3.029 1.284
H -2.642 2.441 0.688
H -4.787 3.539 -1.062
H -3.156 3.148 -1.539
O 1.166 -0.553 -1.337
S 0.169 -1.595 -1.278
O 0.550 -2.938 -1.635
O -0.459 -1.721 0.185
C -0.685 -0.520 0.947
C -2.150 -0.551 1.406
C -1.298 -1.179 -2.205
H -0.476 0.352 0.326
H -0.041 -0.539 1.827
H -2.231 -1.303 2.192
H -2.828 -0.656 0.566
H -2.330 0.369 1.970
H -1.126 -0.961 -3.259
H -1.796 -0.277 -1.848
H -1.941 -2.052 -2.131
O 5.023 -1.964 -3.275
S 5.615 -0.966 -2.405
O 6.805 -1.214 -1.620
O 5.874 0.330 -3.327
C 6.668 0.179 -4.500
C 6.790 1.584 -5.140
C 4.305 -0.219 -1.368
H 6.171 -0.497 -5.192
H 7.696 -0.135 -4.324
H 6.580 1.522 -6.209
H 7.801 1.977 -5.050
H 6.063 2.265 -4.703
H 4.005 -1.060 -0.749
H 3.492 0.241 -1.921
H 4.691 0.607 -0.771
C -5.069 -2.581 -3.004
Br -5.115 -0.635 -3.192
Br -6.870 -3.323 -3.355
Br -4.394 -3.330 -1.328
H -4.452 -3.011 -3.779
*
```

These are the Löwdin partial charges, in e, on atoms 1 to 5:
1 O 0.12
2 C -0.50
3 O -0.02
4 C -0.12
5 C -0.14



Entry 3:
Here is C16H17Cl3FN2O3SSiYb as an isolated structure in a non-equilibrium geometry from OMol25. Energies are from wB97M-V/def2-TZVPD.

Computed properties:
orbital gap	5.5953	eV
E_LUMO	2.8	eV
DFT total energy	-4282.12595	hartree

ORCA input file:
```
! wB97M-V def2-TZVPD RIJCOSX def2/J DEFGRID3
* xyz -1 1
Yb -1.125 -0.463 -0.101
O 0.039 -2.075 -0.575
N 0.020 -3.186 0.147
C 0.517 -4.284 -0.448
C 0.601 -5.481 0.201
C 0.144 -5.539 1.520
C -0.372 -4.426 2.105
C -0.470 -3.176 1.429
S -1.137 -1.777 2.169
H 0.817 -4.114 -1.471
H 1.002 -6.341 -0.315
H 0.194 -6.468 2.077
H -0.741 -4.444 3.120
C 1.779 2.567 2.458
Si 1.718 1.530 0.908
C 3.108 2.142 -0.191
C 2.211 -0.202 1.354
N 0.154 1.514 0.214
C -0.525 2.627 -0.208
C 0.019 3.913 -0.456
C -0.729 4.972 -0.961
C -2.078 4.829 -1.251
C -2.676 3.595 -0.990
C -1.916 2.578 -0.478
F -2.566 1.409 -0.184
H 2.774 2.525 2.920
H 1.043 2.206 3.185
H 1.550 3.616 2.239
H 4.067 1.910 0.290
H 3.075 3.222 -0.366
H 3.088 1.644 -1.168
H 3.269 -0.227 1.646
H 2.076 -0.873 0.499
H 1.611 -0.595 2.180
H 1.075 4.059 -0.257
H -0.240 5.925 -1.135
H -2.657 5.646 -1.662
H -3.730 3.418 -1.169
Cl -0.976 0.002 -2.644
C -1.919 -1.526 -2.949
Cl -0.911 -2.637 -3.898
Cl -3.376 -1.100 -3.909
C -2.453 -2.190 -1.573
O -2.415 -3.404 -1.525
O -2.936 -1.320 -0.780
*
```

These are the Löwdin partial charges, in e, on atoms 1 to 5:
1 Yb 0.84
2 O -0.30
3 N -0.18
4 C -0.03
5 C -0.07



Entry 4:
Here is an isolated ion of composition C2H4O3P and charge -1 in a non-equilibrium geometry from OMol25. Energies are from wB97M-V/def2-TZVPD.

Computed properties:
SMILES	C[C@]1(O)OP1[O-]
orbital gap	7.2620	eV
E_LUMO	4.2	eV
DFT total energy	-645.73001	hartree

ORCA input file:
```
! wB97M-V def2-TZVPD RIJCOSX def2/J DEFGRID3
* xyz -1 1
C 0.026 -0.481 -0.156
C 0.748 0.818 0.023
O -1.091 -0.383 2.420
O -1.384 -0.345 -0.113
O 0.426 -0.898 -1.491
P -1.060 -1.303 1.247
H 1.895 0.842 -0.206
H 0.556 1.251 1.036
H 0.292 1.445 -0.761
H -0.407 -0.945 -2.000
*
```

These are the Löwdin partial charges, in e, on atoms 1 to 5:
1 C -0.74
2 C -0.11
3 O -0.58
4 O -0.38
5 O -0.11



Entry 5:
Here is a 2-piece molecular cluster, C5H10INO overall in a non-equilibrium geometry from OMol25. Energies are from wB97M-V/def2-TZVPD.

Computed properties:
SMILES	C/C=[NH+]/[O-].C/C=C/I
orbital gap (spin up / spin down)	9.1497 / 9.1504	eV
E_LUMO (spin up / spin down)	0.6 / 0.6	eV
DFT total energy	-624.07127	hartree

ORCA input file:
```
! wB97M-V def2-TZVPD RIJCOSX def2/J DEFGRID3
* xyz 0 1
C -2.715 0.693 0.733
C 2.082 -0.537 -0.971
C -1.387 0.725 0.452
C -3.547 -0.537 0.985
C 3.162 0.361 -1.439
N 1.966 -0.773 0.290
O 1.051 -1.438 0.822
I -0.257 2.424 0.222
H -3.057 1.711 0.847
H 1.338 -0.936 -1.633
H -0.806 -0.165 0.444
H -3.002 -1.288 0.391
H -4.551 -0.417 0.655
H -3.464 -0.949 1.977
H 3.548 0.845 -0.577
H 2.818 1.071 -2.165
H 4.016 -0.212 -1.996
H 2.806 -0.577 0.964
*
```

These are the Löwdin partial charges, in e, on atoms 1 to 5:
1 C -0.27
2 C -0.16
3 C -0.69
4 C -0.09
5 C -0.09



Entry 6:
Here is C48H49N4O3PdSSbSi as an isolated structure from OMol25. Energies are from wB97M-V/def2-TZVPD.

Computed properties:
orbital gap	5.7088	eV
E_LUMO	-6.8	eV
DFT total energy	-3358.58413	hartree

ORCA input file:
```
! wB97M-V def2-TZVPD RIJCOSX def2/J DEFGRID3
* xyz 2 1
Pd 0.141 -0.342 -0.174
C 1.009 5.098 -0.128
Si -0.857 5.103 -0.030
C -1.432 5.505 1.698
C -1.562 6.286 -1.290
C -1.591 3.384 -0.451
C -2.954 3.308 -0.766
C -3.581 2.098 -1.042
C -2.836 0.937 -0.997
N -1.535 0.972 -0.702
C -0.954 2.154 -0.446
S 0.774 1.870 -0.101
H 1.353 6.117 0.070
H 1.374 4.816 -1.118
H 1.483 4.457 0.618
H -1.111 6.507 1.987
H -1.025 4.802 2.427
H -2.520 5.474 1.772
H -1.152 7.286 -1.132
H -2.648 6.376 -1.220
H -1.311 5.977 -2.305
H -3.540 4.218 -0.797
H -4.632 2.053 -1.288
H -3.268 -0.038 -1.185
C -3.472 -1.146 6.631
O -2.636 -1.512 5.535
C -1.626 -2.383 5.786
C -1.316 -2.919 7.027
C -0.266 -3.822 7.143
C 0.461 -4.213 6.032
C 0.143 -3.693 4.785
C -0.874 -2.762 4.665
N -1.266 -2.210 3.418
C -0.464 -1.718 2.463
N 0.842 -1.533 2.761
C 1.898 -1.580 1.829
C 1.820 -1.174 0.502
C 2.939 -1.349 -0.317
C 4.112 -1.877 0.186
C 4.214 -2.234 1.523
C 3.112 -2.091 2.341
O 3.069 -2.413 3.656
C 4.262 -2.904 4.267
N -0.919 -1.360 1.279
C -2.283 -1.583 0.942
C -3.315 -0.873 1.541
C -4.634 -1.079 1.160
C -4.915 -1.983 0.150
C -3.893 -2.687 -0.479
C -2.575 -2.494 -0.084
O -1.506 -3.131 -0.628
C -1.783 -4.197 -1.529
H -4.220 -0.472 6.226
H -2.898 -0.630 7.402
H -3.962 -2.023 7.056
H -1.883 -2.641 7.903
H -0.031 -4.231 8.116
H 1.257 -4.939 6.125
H 0.677 -4.027 3.903
H -2.258 -2.066 3.300
H 1.114 -1.763 3.708
H 2.931 -1.097 -1.367
H 4.963 -2.010 -0.468
H 5.140 -2.633 1.910
H 4.012 -3.078 5.308
H 5.062 -2.165 4.199
H 4.576 -3.840 3.802
H -3.070 -0.146 2.308
H -5.432 -0.533 1.645
H -5.938 -2.154 -0.157
H -4.138 -3.392 -1.260
H -0.827 -4.660 -1.745
H -2.233 -3.830 -2.454
H -2.437 -4.937 -1.065
C -1.451 3.978 -4.766
C -0.210 4.286 -4.224
C 0.511 3.315 -3.546
C -0.018 2.033 -3.421
C -1.256 1.718 -3.973
C -1.974 2.698 -4.643
Sb 1.128 0.586 -2.445
C 0.919 -1.152 -3.610
C 0.719 -0.960 -4.977
C 0.669 -2.060 -5.820
C 0.818 -3.337 -5.300
C 1.011 -3.522 -3.939
C 1.051 -2.432 -3.079
C 3.141 1.152 -2.605
C 3.691 2.210 -1.884
C 5.022 2.547 -2.079
C 5.796 1.835 -2.985
C 5.246 0.784 -3.702
C 3.916 0.436 -3.514
H -2.010 4.737 -5.298
H 0.202 5.280 -4.339
H 1.488 3.555 -3.141
H -1.658 0.714 -3.892
H -2.935 2.460 -5.079
H 0.617 0.037 -5.390
H 0.526 -1.916 -6.882
H 0.789 -4.193 -5.962
H 1.142 -4.521 -3.548
H 1.214 -2.589 -2.020
H 3.097 2.772 -1.177
H 5.456 3.368 -1.523
H 6.834 2.104 -3.133
H 5.851 0.233 -4.409
H 3.495 -0.391 -4.075
*
```

These are the Löwdin partial charges, in e, on atoms 1 to 5:
1 Pd 0.75
2 C -0.19
3 Si 0.53
4 C -0.16
5 C -0.15